1.
Density functional theory data (the ωB97M-V functional and the def2-TZVPD basis) for one molecule with the formula C21H22N4O.

Computed properties:
total charge	0
electronic energy	-1107.62154	Ha
ΔE to the lowest compared entry with this formula, charge and spin	3.785	eV
gap between HOMO and LUMO	7.9	eV
molecular weight	346.43	u

Geometry (Å):
1 C -1.46728 1.11834 -3.76305
2 C -1.66195 1.30273 -2.18411
3 N -2.27185 2.36773 -1.73339
4 C -2.04722 2.75729 -0.46485
5 C -1.52053 1.85880 0.49233
6 C -1.42833 2.48514 1.90649
7 O -2.02310 3.50456 2.26482
8 N -0.31871 2.07314 2.58334
9 C 0.00836 2.35638 4.06696
10 C 0.63406 3.77241 4.32281
11 C -1.18465 2.01417 5.01388
12 C -0.54439 0.61388 5.35377
13 C 0.71103 1.14210 4.73020
14 C -1.17413 0.56449 0.07502
15 C -1.18160 0.30129 -1.31436
16 C -0.60833 -0.99651 -1.76983
17 C -1.15932 -2.24562 -1.59684
18 C -0.60355 -3.37697 -2.15640
19 C 0.60595 -3.25774 -2.85434
20 C 1.25358 -4.26693 -3.60310
21 C 2.55151 -4.13585 -4.02790
22 N 3.32321 -5.12466 -4.49909
23 N 3.30346 -3.02578 -3.97042
24 C 2.64330 -2.05403 -3.36979
25 C 1.27315 -2.08638 -2.84084
26 C 0.62136 -0.96468 -2.41299
27 H -0.52343 1.53315 -3.92010
28 H -1.38188 0.05050 -4.05947
29 H -2.22336 1.66184 -4.34922
30 H -2.37008 3.71478 -0.20962
31 H 0.23250 1.25162 2.17633
32 H 1.02129 3.90213 5.37911
33 H 1.38337 3.90059 3.55348
34 H -0.13971 4.44009 4.04799
35 H -1.23505 2.56959 5.87109
36 H -2.12617 2.09889 4.49821
37 H -0.85970 -0.25031 4.75972
38 H -0.63435 0.46362 6.42069
39 H 1.27907 0.44355 4.00979
40 H 1.42642 1.39785 5.51031
41 H -0.75784 -0.18825 0.70635
42 H -2.04534 -2.36729 -1.01121
43 H -0.90766 -4.45341 -2.14403
44 H 0.76341 -5.19831 -3.70027
45 H 2.77548 -5.74360 -5.05952
46 H 4.17007 -4.74705 -4.77458
47 H 3.35994 -1.20183 -3.42107
48 H 1.05898 0.02456 -2.53231

=====

2.
Density functional theory data (the ωB97M-V functional and the def2-TZVPD basis) for one molecule with the formula C21H22N4O4.

Computed properties:
total charge	0
electronic energy	-1333.41342	Ha
ΔE to the lowest compared entry with this formula, charge and spin	2.869	eV
gap between HOMO and LUMO	8.7	eV
molecular weight	394.43	u

Geometry (Å):
1 C 1.43648 2.21456 -2.48702
2 C 0.83390 0.83943 -2.23273
3 O 0.56429 0.64131 -0.85662
4 C -0.47540 1.32311 -0.28191
5 C -1.73701 1.39826 -0.86296
6 C -2.78982 1.99016 -0.18958
7 C -2.59947 2.49830 1.08098
8 C -1.33848 2.45414 1.64958
9 C -0.26064 1.89553 0.97981
10 C 1.12561 2.01958 1.56171
11 N 1.90601 0.80755 1.60935
12 C 2.98174 0.62469 0.82103
13 O 3.38408 1.46391 0.03659
14 C 3.70521 -0.69819 1.02442
15 C 3.51105 -1.64968 -0.16764
16 C 2.49527 -2.76650 0.08728
17 N 1.11011 -2.34582 0.00558
18 N 0.56563 -2.44424 -1.21783
19 C -0.66344 -2.16341 -1.39679
20 N -1.48477 -1.76229 -0.38042
21 C -0.95976 -1.62388 0.90870
22 C -1.93956 -1.18896 1.78407
23 C -3.09425 -1.06189 1.00139
24 O -4.38607 -0.70554 1.10582
25 C -4.90400 -0.83325 -0.14094
26 C -3.99308 -1.26530 -1.06036
27 C -2.79666 -1.41810 -0.32222
28 C 0.43171 -1.94055 1.13330
29 O 0.98803 -1.87021 2.22112
30 H 0.71285 2.99279 -2.24998
31 H 1.72955 2.30622 -3.52909
32 H 2.31106 2.33793 -1.85219
33 H -0.06637 0.68791 -2.84188
34 H 1.55255 0.05539 -2.48414
35 H -1.90354 0.99022 -1.84905
36 H -3.76123 2.03917 -0.65924
37 H -3.42276 2.94088 1.62015
38 H -1.17973 2.88437 2.62800
39 H 1.70289 2.71135 0.93522
40 H 1.05091 2.43760 2.57175
41 H 1.56967 0.04478 2.18056
42 H 3.37617 -1.17441 1.94665
43 H 4.76511 -0.45371 1.11437
44 H 4.46089 -2.13440 -0.39902
45 H 3.20998 -1.07686 -1.04600
46 H 2.62136 -3.54580 -0.66772
47 H 2.64777 -3.18966 1.08337
48 H -1.07423 -2.25420 -2.38914
49 H -1.80937 -1.00033 2.82876
50 H -5.94220 -0.59051 -0.25369
51 H -4.16807 -1.44145 -2.10140

=====

3.
Density functional theory data (the ωB97M-V functional and the def2-TZVPD basis) for C21H22N8O2Pt as an isolated structure.

Computed properties:
total charge	0
electronic energy	-1521.28800	Ha
ΔE to the lowest compared entry with this formula, charge and spin	1.211	eV
gap between HOMO and LUMO	7.7	eV
molecular weight	613.54	u

Geometry (Å):
1 Pt -0.70584 -1.20439 1.22436
2 O -3.34780 -1.18833 4.26615
3 C -2.38049 -1.27901 3.52350
4 N -2.39661 -1.26262 2.18750
5 C -3.63630 -1.09581 1.47538
6 C -3.30002 -0.77302 0.04747
7 C -4.25679 -0.26505 -0.81727
8 C -3.92926 -0.01367 -2.13448
9 C -2.64008 -0.29287 -2.55517
10 C -1.73248 -0.78127 -1.63989
11 N -2.03080 -1.01588 -0.35638
12 C -0.96885 -1.43626 4.04247
13 C -0.72190 -1.82334 5.34149
14 C 0.59100 -1.92167 5.77042
15 C 1.60215 -1.58001 4.88973
16 C 1.27979 -1.20910 3.59813
17 N 0.01790 -1.16146 3.15703
18 H -4.27617 -0.33257 1.92725
19 H -4.21540 -2.02941 1.49109
20 H -5.24891 -0.06925 -0.43593
21 H -4.66323 0.38958 -2.81896
22 H -2.32679 -0.13544 -3.57700
23 H -0.73104 -1.00890 -1.93768
24 H -1.57135 -2.02558 5.97833
25 H 0.82125 -2.23768 6.77873
26 H 2.64242 -1.59437 5.17984
27 H 2.05148 -0.90897 2.91380
28 C 0.19387 3.37908 -0.89154
29 N 0.61065 2.56332 -2.01320
30 C 0.24478 3.09255 -3.31077
31 C 0.85524 1.22695 -1.76681
32 O 0.49232 0.73487 -0.69703
33 N 1.45239 0.52689 -2.78622
34 C 2.39354 1.13700 -3.71774
35 C 1.58942 -0.92027 -2.72540
36 H 0.58768 4.38906 -1.01774
37 H 0.57566 2.95623 0.03224
38 H -0.89840 3.43705 -0.82061
39 H -0.74772 3.54950 -3.24276
40 H 0.19789 2.30230 -4.05434
41 H 0.94418 3.85847 -3.65787
42 H 2.54209 2.18613 -3.48356
43 H 2.04795 1.04453 -4.75080
44 H 3.35954 0.63871 -3.61833
45 H 0.99460 -1.33692 -1.92093
46 H 2.62235 -1.20378 -2.54532
47 H 1.28394 -1.35676 -3.68060
48 N 1.33461 -1.84208 0.61527
49 C 2.34532 -1.26327 0.52202
50 C 3.53807 -0.57795 0.41251
51 C 4.16807 -0.31163 -0.81269
52 N 4.68875 -0.10239 -1.82089
53 C 4.09740 -0.11042 1.62138
54 N 4.55992 0.25916 2.61178

=====

4.
Density functional theory data (the ωB97M-V functional and the def2-TZVPD basis) for one molecule with the formula C21H22O5.

Computed properties:
total charge	0
electronic energy	-1189.42026	Ha
ΔE to the lowest compared entry with this formula, charge and spin	6.411	eV
gap between HOMO and LUMO	8.0	eV
molecular weight	354.40	u

Geometry (Å):
1 C 4.48781 -2.45336 -1.02251
2 C 3.89279 -2.33501 0.18328
3 C 2.51854 -2.97923 0.57918
4 C 1.56654 -1.95958 1.23702
5 C 1.57444 -0.63723 0.89923
6 C 0.59105 0.41018 1.54120
7 O 1.43513 1.42935 2.06760
8 C 2.54220 1.09371 2.92542
9 C -0.23864 0.96160 0.33086
10 C -0.30070 2.43649 0.06605
11 C -0.78618 0.07682 -0.55719
12 C -1.58990 0.45033 -1.79924
13 C -2.67976 -0.42288 -2.03874
14 C -3.53980 -0.19905 -3.20010
15 C -3.21374 0.90724 -4.02902
16 C -2.08473 1.69481 -3.82412
17 C -1.28849 1.46667 -2.62710
18 O -1.84907 2.55036 -4.82463
19 C -2.93215 2.34496 -5.65891
20 O -3.72303 1.27313 -5.24343
21 C -0.18012 -0.18728 2.68094
22 O -0.95905 0.76171 3.35476
23 C -1.56156 0.36127 4.59954
24 C -0.27936 -1.50100 2.92204
25 C 0.47439 -2.42801 2.16053
26 O 0.23238 -3.62968 2.31132
27 H 4.29401 -3.32779 -1.67408
28 H 5.34837 -1.80680 -1.25602
29 H 4.31438 -1.47408 0.87127
30 H 2.73073 -3.79075 1.27392
31 H 1.99304 -3.40027 -0.33332
32 H 2.10399 -0.46144 -0.02712
33 H 3.41778 1.34976 2.36314
34 H 2.63364 0.03978 3.21291
35 H 2.58149 1.74162 3.82574
36 H 0.59617 2.83896 -0.38432
37 H -0.45573 2.93481 1.00380
38 H -1.22092 2.81409 -0.40984
39 H -0.75271 -0.88402 -0.17448
40 H -2.77209 -1.29722 -1.42333
41 H -4.18337 -1.03671 -3.43063
42 H -0.34758 1.99710 -2.44501
43 H -2.58975 2.08528 -6.68956
44 H -3.50747 3.29917 -5.77506
45 H -1.91026 1.27748 5.20081
46 H -0.89222 -0.19556 5.23107
47 H -2.46417 -0.26873 4.38197
48 H -1.02632 -1.92101 3.62419